Entry 1:
Computed, not measured: a single HN3O5 molecule in a non-equilibrium geometry, with ωB97M-V/def2-TZVPD.

The geometry in ORCA input format:
```
! RIJCOSX wB97M-V def2-TZVPD def2/J DEFGRID3
* xyz 0 1
N -0.617 1.217 -0.060
N 0.072 0.021 0.478
N -0.290 -1.296 -0.036
O 1.392 0.199 0.662
H 1.903 0.117 -0.168
O -1.787 1.118 -0.159
O 0.124 2.108 -0.300
O -1.448 -1.512 -0.118
O 0.653 -1.971 -0.299
*
```

Values from the calculation:
Energy relative to the best compared isomer or geometry (same formula, charge and spin) = 0.0 kcal/mol
SMILES string = O=[N+]([O-])N(O)[N+](=O)[O-]
HOMO-LUMO gap = 0.4170 Ha
DFT total energy = -540.75882 hartree

---

Entry 2:
Computed, not measured: 5 unconnected molecules or ions with the total composition C25H19BNO9 in a non-equilibrium geometry, with ωB97M-V/def2-TZVPD.

The geometry in ORCA input format:
```
! RIJCOSX wB97M-V def2-TZVPD def2/J DEFGRID3
* xyz -1 1
O -0.582 0.325 2.598
H 0.377 5.250 -3.794
N -0.542 1.158 -1.637
C -1.894 -8.242 2.015
B -0.149 4.485 -3.045
H 4.336 2.487 -1.552
C 6.002 3.005 -2.760
C -1.969 -3.224 1.102
O -0.647 5.578 -0.130
H 3.382 4.278 -5.406
C 0.641 5.647 1.841
C -0.997 -0.736 2.152
C -1.497 4.169 3.025
H -1.768 -6.466 0.746
H -2.237 -2.114 -0.763
H -1.571 -4.005 3.104
C -1.450 -0.853 0.751
C 6.474 3.580 -4.035
C 3.674 3.370 -3.439
C 4.146 3.944 -4.715
C -1.064 -1.948 2.992
C -2.361 -7.353 0.933
O -0.889 -7.982 2.663
O -5.258 -9.113 -0.148
C 0.050 2.262 -2.042
C -3.460 -7.637 0.228
H -4.379 -10.629 1.768
H -2.330 -10.099 3.083
H 6.766 2.671 -2.069
C 4.698 2.907 -2.482
C -3.786 -9.742 1.581
H 1.616 5.576 3.725
C -4.254 -8.852 0.499
H -2.472 4.240 1.141
C -1.516 -3.106 2.502
C 0.751 5.309 3.130
C -1.902 -2.012 0.262
H 1.410 6.207 1.323
H -1.395 0.046 0.149
H -3.817 -6.995 -0.568
H -1.256 4.331 -3.423
C -0.310 4.546 3.817
H -0.198 5.012 -1.992
C -2.687 -9.457 2.286
O 2.481 3.282 -3.185
C -0.547 5.271 1.049
H -2.267 3.609 3.543
H -0.729 -1.845 4.017
O -2.384 -4.284 0.655
C 5.450 4.043 -4.992
O 7.667 3.668 -4.290
H 5.812 4.463 -5.923
O -0.209 4.239 4.996
C -1.608 4.508 1.736
O 0.651 3.226 -3.023
*
```

Values from the calculation:
HOMO-LUMO gap = 0.1647 Ha
DFT total energy = -1720.56429 hartree

---

Entry 3:
Computed, not measured: a molecular structure, C15H27GaN5O6 in a non-equilibrium geometry, with ωB97M-V/def2-TZVPD.

The geometry in ORCA input format:
```
! RIJCOSX wB97M-V def2-TZVPD def2/J DEFGRID3
* xyz 1 1
H 2.798 -0.916 -3.876
O -1.130 1.737 -1.539
H -0.469 3.372 3.586
H -1.054 -2.265 -4.173
H 1.658 -0.663 1.562
N 0.437 1.615 0.893
H -3.101 2.990 2.600
H 1.161 4.479 -1.956
H 1.800 -5.053 3.258
C -0.685 -3.682 1.345
H 2.253 -2.735 2.777
C 0.488 -3.822 2.095
O -3.056 0.150 0.704
N -0.857 -0.845 -2.007
O 1.638 2.136 0.831
H -1.401 -4.496 1.242
C 0.283 2.984 2.889
C 0.263 5.075 -1.782
H 2.141 1.438 -0.247
C -0.049 -2.374 -3.759
C -2.699 2.001 2.869
H 2.807 -2.400 -2.893
C 1.333 -2.713 2.189
H -0.065 5.527 -2.733
H 0.762 3.820 2.358
H 0.508 5.878 -1.075
O -0.693 4.233 -1.222
H -1.508 4.705 -0.992
C 0.163 -1.414 -2.650
H 0.850 -5.945 2.054
N -1.920 0.702 0.870
H 0.080 -5.376 3.537
H 1.060 2.465 3.474
C -0.333 2.043 1.920
N 1.328 0.078 -1.320
H -1.872 -2.327 0.136
H 0.699 -2.199 -4.539
H -2.266 2.103 3.870
C -1.656 1.555 1.909
H 0.075 -3.408 -3.411
H 3.556 -0.902 -2.257
N -0.096 -1.443 0.761
C 2.723 -1.303 -2.846
H -2.769 -0.542 -2.082
C -0.954 -2.481 0.706
O -2.096 -0.925 -2.682
H -0.926 2.747 -1.389
O 2.437 0.798 -1.077
C 1.426 -0.902 -2.236
H -0.946 1.557 -2.477
H -3.525 1.288 2.906
Ga -0.439 0.320 -0.405
C 1.017 -1.548 1.512
C 0.822 -5.117 2.772
*
```

Values from the calculation:
Energy relative to the best compared isomer or geometry (same formula, charge and spin) = 3.1 kcal/mol
HOMO-LUMO gap (alpha / beta) = 0.1851 / 0.1859 Ha
DFT total energy = -3237.41517 hartree

---

Entry 4:
Computed, not measured: a gas-phase ion, C8H16N3OS2 (charge +1) in a non-equilibrium geometry, with ωB97M-V/def2-TZVPD.

The geometry in ORCA input format:
```
! RIJCOSX wB97M-V def2-TZVPD def2/J DEFGRID3
* xyz 1 1
H 1.825 3.467 -0.065
C -0.459 2.323 -2.067
H 2.463 1.405 -1.259
N 0.056 -0.568 -0.483
S -2.860 -2.390 -2.746
H -1.307 2.277 -1.367
C 0.519 -0.285 1.974
C -2.491 -2.310 -1.071
H 2.095 0.970 0.419
H 0.098 -2.361 2.822
H 0.272 2.726 0.423
C 1.059 2.746 -0.348
N 0.657 0.448 -1.028
H -0.801 2.750 -3.010
H -1.365 -3.170 2.625
C 1.669 1.341 -0.509
H -0.697 0.218 -2.574
C 0.038 -1.015 0.734
H 0.039 -3.885 2.102
H -2.717 -3.715 -2.893
C -0.558 -2.297 0.887
S -1.287 -3.282 -0.307
C 0.097 0.903 -2.281
H 0.875 0.923 -3.048
H 0.498 0.786 1.790
O 0.533 3.187 -1.571
H -0.146 -0.449 2.824
H -2.583 -1.309 -0.672
H 1.540 -0.549 2.254
N -0.444 -2.982 2.204
*
```

Values from the calculation:
Energy relative to the best compared isomer or geometry (same formula, charge and spin) = 2.7 kcal/mol
HOMO-LUMO gap (alpha / beta) = 0.2731 / 0.2181 Ha
DFT total energy = -1349.91370 hartree

---

Entry 5:
Computed, not measured: 2 unconnected molecules or ions with the total composition C16H17NO in a non-equilibrium geometry, with ωB97M-V/def2-TZVPD.

The geometry in ORCA input format:
```
! RIJCOSX wB97M-V def2-TZVPD def2/J DEFGRID3
* xyz -1 2
C 2.048 -0.234 -1.977
H 3.519 1.248 -2.420
H 0.810 -0.704 5.400
H 0.108 2.060 -2.368
N 1.116 -2.246 -2.380
C -1.229 -0.159 1.460
H -0.624 -1.793 5.077
C -0.235 -0.773 5.096
H 3.593 0.662 -0.802
C 2.250 -1.563 -1.939
H -2.182 1.622 -2.980
C -0.823 1.997 2.514
C -1.478 0.790 -2.955
H -1.466 -0.739 0.589
C -1.948 -0.458 -3.388
C 0.672 -0.033 -2.414
C -0.620 -0.071 3.795
H -2.977 -0.582 -3.652
O -1.018 1.869 0.161
H 3.119 -2.152 -1.687
C -0.607 1.323 3.782
C -0.761 -0.852 2.653
C -0.981 1.205 1.388
H 1.184 -3.140 -2.830
C -1.032 -1.494 -3.388
C -0.193 1.062 -2.539
H -0.544 3.033 2.334
C 2.881 0.933 -1.588
H -0.798 -0.292 5.905
H -1.676 1.484 -0.435
C 0.175 -1.310 -2.719
H 2.385 1.851 -1.294
H -1.242 -2.460 -3.839
H -0.563 1.844 4.731
H -0.864 -1.928 2.707
*
```

Values from the calculation:
Energy relative to the best compared isomer or geometry (same formula, charge and spin) = 19.0 kcal/mol
⟨S²⟩ = 0.76
HOMO-LUMO gap (alpha / beta) = 0.0829 / 0.2309 Ha
DFT total energy = -749.82050 hartree

---

Entry 6:
Computed, not measured: a single C2H3NO2S molecule in a non-equilibrium geometry, with ωB97M-V/def2-TZVPD.

The geometry in ORCA input format:
```
! RIJCOSX wB97M-V def2-TZVPD def2/J DEFGRID3
* xyz 0 1
O -1.251 0.944 0.257
H 1.646 -0.655 0.700
C 0.756 -0.381 0.128
O 0.276 1.289 1.810
C -0.144 0.690 0.658
N 0.544 -1.103 -0.918
H -0.494 -1.826 -2.779
S -0.879 -0.885 -1.807
H -0.454 1.927 1.952
*
```

Values from the calculation:
Energy relative to the best compared isomer or geometry (same formula, charge and spin) = 30.4 kcal/mol
SMILES string = O=C(O)/C=N\S
HOMO-LUMO gap = 0.3392 Ha
DFT total energy = -681.41089 hartree

---

Entry 7:
Computed, not measured: a molecular structure, C42H34N7O2TeTl, with ωB97M-V/def2-TZVPD.

The geometry in ORCA input format:
```
! RIJCOSX wB97M-V def2-TZVPD def2/J DEFGRID3
* xyz -2 1
C 1.162 -2.037 -3.586
C 0.763 -1.122 -2.587
N -0.807 -4.193 1.205
C -1.459 1.803 -3.645
C -5.885 -3.575 1.732
C 0.407 4.996 -0.465
C -1.759 4.470 1.160
C -0.635 3.582 1.256
H 0.969 3.784 3.224
C -0.613 -0.471 -2.734
H -3.099 -5.317 2.666
O -0.648 2.598 2.058
N 0.494 -4.417 -0.737
C 1.657 4.661 7.399
H 1.463 -3.783 2.411
C -3.023 -1.985 -0.247
C -3.185 -3.723 1.237
H 3.833 -4.314 -1.143
C 1.674 3.075 0.296
C 1.524 3.907 6.239
H -0.226 2.680 6.060
C -3.729 -4.599 2.156
C 2.624 5.656 5.005
H 3.710 1.901 -0.288
C -2.706 0.005 -1.439
H 2.743 -1.266 -1.926
C -5.098 -4.517 2.395
C -1.775 5.547 0.315
H -3.336 2.790 -3.320
C -3.313 1.168 -2.027
C -3.965 -2.783 0.580
C 1.771 -0.832 -1.640
H 2.897 -0.651 1.165
H -1.779 -2.861 -4.989
H 3.830 -0.478 -0.324
C -1.523 -1.394 -3.524
C 2.965 -0.075 0.228
H 1.278 4.267 8.336
C 2.756 6.404 6.167
H -0.707 6.679 -1.199
H 1.011 1.996 7.130
H 1.699 -4.671 -2.367
H -5.918 -1.940 0.306
H 0.323 0.871 -4.208
C 2.887 -4.275 -0.620
H 3.981 1.423 1.402
H 1.255 5.179 -1.120
C -0.683 5.837 -0.519
C 0.477 3.893 0.398
H 3.714 -3.852 1.328
H -4.339 1.359 -1.736
C -5.324 -2.688 0.817
N -3.489 -0.927 -0.896
C 3.253 1.396 0.579
C 1.696 -4.469 -1.301
H 2.383 6.479 8.282
C 2.275 5.905 7.369
N 1.736 -0.193 -0.512
C 2.017 4.405 5.028
H 0.698 -3.337 -5.227
H 2.205 -2.346 -3.557
O -0.788 1.022 -0.909
N -1.297 -0.037 -1.465
C 1.872 3.559 3.795
C 0.337 -2.603 -4.519
H -5.562 -5.187 3.110
N -1.771 -2.452 -0.135
C -2.741 1.950 -2.976
H -2.616 4.228 1.779
C -0.538 0.829 -3.549
C 2.814 -4.018 0.746
H 3.239 7.373 6.134
C -1.794 -3.496 0.748
H 2.341 3.397 -0.522
H -2.587 -1.207 -3.455
N 2.037 2.071 1.000
H 2.731 3.629 3.133
H 3.002 6.041 4.065
H -1.237 2.594 -4.356
C 1.578 -3.974 1.353
C -1.059 -2.309 -4.392
H -2.659 6.177 0.276
C 0.847 2.562 6.215
Te 1.633 1.556 4.487
C 0.424 -4.163 0.571
H -6.948 -3.529 1.943
Tl -0.070 0.146 1.331
*
```

Values from the calculation:
Energy relative to the best compared isomer or geometry (same formula, charge and spin) = 117.9 kcal/mol
HOMO-LUMO gap (alpha / beta) = 0.1654 / 0.1607 Ha
DFT total energy = -2595.04021 hartree

---

Entry 8:
Computed, not measured: a single C2H5ClFN molecule in a non-equilibrium geometry, with ωB97M-V/def2-TZVPD.

The geometry in ORCA input format:
```
! RIJCOSX wB97M-V def2-TZVPD def2/J DEFGRID3
* xyz 0 1
H -1.101 0.222 1.367
H 0.311 0.534 -1.318
H 0.708 1.332 0.148
Cl -1.881 -1.250 -0.079
F -1.872 1.295 -0.108
H 1.141 -1.605 -0.430
C 0.355 0.373 -0.239
H 2.215 -0.434 0.229
C -1.089 0.269 0.321
N 1.213 -0.737 0.109
*
```

Values from the calculation:
Energy relative to the best compared isomer or geometry (same formula, charge and spin) = 1.7 kcal/mol
SMILES string = NC[C@@H](F)Cl
HOMO-LUMO gap = 0.3891 Ha
DFT total energy = -694.00724 hartree

---

Entry 9:
Computed, not measured: a molecular structure, C37H91Br3O24P6 in a non-equilibrium geometry, with ωB97M-V/def2-TZVPD.

The geometry in ORCA input format:
```
! RIJCOSX wB97M-V def2-TZVPD def2/J DEFGRID3
* xyz 0 1
H 11.419 18.311 8.257
H 16.554 17.950 8.101
H 11.838 14.658 15.447
O 17.119 23.497 12.487
H 11.610 23.599 12.203
H 16.935 22.237 15.549
C 22.154 20.667 13.873
H 23.507 21.019 12.302
H 25.394 18.056 15.975
H 18.720 10.190 13.089
H 15.722 20.876 15.428
H 20.657 14.997 13.756
H 11.694 15.301 12.047
H 10.264 16.725 14.411
C 15.688 17.206 9.944
H 21.148 20.893 14.227
C 15.700 11.441 15.565
O 14.719 20.074 11.042
C 13.223 26.598 11.760
H 17.591 15.071 10.713
H 15.707 16.174 9.593
H 20.373 16.384 16.572
H 20.742 10.175 11.345
C 22.596 21.521 12.628
C 9.619 18.704 15.063
H 15.795 15.438 19.029
H 12.753 23.944 13.456
H 15.901 10.700 17.600
H 17.068 9.931 16.702
C 16.984 18.400 13.903
H 14.488 18.298 15.904
O 13.767 17.879 12.255
C 12.446 16.019 11.720
H 13.329 21.715 13.580
P 14.268 13.580 15.210
H 13.955 14.242 17.728
H 15.961 21.699 16.938
H 11.300 13.879 17.850
H 24.080 18.983 16.442
H 18.221 14.943 13.227
C 16.719 18.028 9.175
Br 17.900 18.761 15.651
H 14.999 26.950 12.991
O 19.665 14.534 11.008
C 18.204 14.285 11.152
H 18.878 22.427 10.876
C 17.872 22.462 10.457
H 12.679 19.865 17.727
H 15.076 19.694 16.907
P 16.053 24.313 13.387
C 14.344 18.893 16.806
H 17.866 13.438 10.555
H 13.791 25.914 13.716
H 13.815 16.045 17.569
C 11.726 13.615 15.744
H 24.363 16.125 17.429
H 19.113 13.627 7.539
H 24.311 17.699 18.361
H 16.196 11.511 14.596
H 13.341 23.214 11.908
C 19.787 10.227 13.310
Br 18.263 18.278 12.402
H 8.703 19.294 15.085
H 21.706 10.983 12.367
O 12.758 20.461 15.680
C 19.938 12.936 7.368
H 15.978 17.142 10.993
H 16.709 19.085 9.442
O 10.673 19.424 14.456
H 22.782 22.576 12.831
O 15.102 25.062 12.354
O 12.244 19.136 10.599
C 16.785 22.472 11.557
H 12.188 21.082 12.390
H 13.396 15.493 11.624
C 12.934 19.463 16.746
H 16.433 14.538 17.617
C 10.926 13.370 16.961
O 15.437 12.755 15.978
C 16.547 10.887 16.742
C 12.540 23.244 12.648
H 22.930 17.015 17.409
C 11.931 19.979 9.512
H 12.783 20.294 8.910
P 11.222 20.758 15.210
O 11.293 21.864 14.028
P 13.854 18.860 10.895
C 15.786 15.353 17.942
H 12.311 26.014 11.882
H 12.205 18.690 16.506
H 21.330 14.135 8.314
H 20.192 9.217 13.364
O 14.459 15.057 15.937
H 20.174 13.223 6.343
O 22.425 19.222 13.662
O 15.158 23.066 14.074
O 12.952 12.981 15.927
O 16.727 25.183 14.397
H 17.680 23.297 9.782
C 9.409 17.387 14.277
C 14.300 26.141 12.780
H 12.951 27.650 11.850
H 21.964 12.573 8.129
C 21.025 15.604 14.583
H 9.825 18.318 16.062
H 13.965 22.560 15.557
Br 16.068 16.675 14.074
C 15.006 22.868 15.454
H 14.771 10.880 15.462
C 14.412 15.159 17.354
C 17.876 14.078 12.661
O 10.293 21.155 16.287
H 19.077 16.288 15.333
O 20.518 12.614 9.530
H 19.388 11.996 7.340
H 9.999 19.070 8.942
H 16.275 19.208 13.728
C 21.023 13.089 8.318
O 21.259 16.883 14.000
H 22.742 21.035 14.714
C 12.585 17.148 12.678
H 21.848 21.399 11.844
C 24.009 17.156 17.465
H 9.394 17.511 13.194
H 20.018 10.720 14.255
H 15.176 23.775 16.035
H 11.703 17.785 12.604
C 12.347 21.865 13.132
H 9.877 13.611 16.789
O 20.031 12.143 11.978
C 15.965 21.847 15.859
H 13.468 26.438 10.710
H 8.465 16.884 14.485
H 16.191 16.261 17.494
O 14.365 13.568 13.780
C 20.638 10.853 12.192
C 19.978 15.818 15.728
H 15.839 22.737 11.086
O 23.475 17.456 15.121
O 21.293 18.656 15.899
P 20.717 13.260 11.012
H 18.324 13.179 13.084
O 22.137 13.594 11.260
O 14.418 17.782 9.776
H 12.760 16.853 13.712
C 24.334 17.950 16.204
H 11.143 13.062 15.007
H 11.403 20.845 9.912
H 17.730 21.590 9.819
H 12.123 16.372 10.741
P 22.039 18.117 14.737
H 21.951 15.062 14.776
H 14.506 18.196 17.629
H 10.921 19.849 7.631
H 16.644 21.492 12.012
H 10.868 12.316 17.231
H 19.811 14.822 16.140
H 16.793 14.017 12.770
C 10.997 19.271 8.553
H 17.715 17.616 9.336
H 17.361 11.591 16.910
*
```

Values from the calculation:
Energy relative to the best compared isomer or geometry (same formula, charge and spin) = 51.4 kcal/mol
HOMO-LUMO gap = 0.3650 Ha
DFT total energy = -13040.82713 hartree